Record 1
102
Properties=species:S:1:pos:R:3:forces:R:3 method="wB97M-V/def2-TZVPD" e_tot_ev=-125339.90064 e_lumo_ha="0.1609 / 0.1608" relative_energy_kj_mol=97.3 homo_energy_ev="0.428 / -2.006" total_charge=-2 multiplicity=3 homo_lumo_gap_ev="3.9506 / 6.3827"
Ti 0.3390 -0.0281 0.1248 0.3 1.0 -1.0
O 3.1043 -1.8943 1.2312 0.0 -0.2 0.1
C 3.1621 -1.7835 2.6387 -0.2 0.0 -0.2
C 2.8738 -0.3782 3.1463 -0.1 0.0 -0.2
N 1.5510 0.1232 2.8037 0.0 -0.1 0.2
C 0.5070 -0.6252 3.5005 0.1 0.1 -0.3
C -0.1683 -1.6864 2.6313 -0.1 0.1 -0.3
O -0.5172 -2.7463 3.1342 0.0 0.0 0.0
O -0.3797 -1.3196 1.4070 -0.3 -1.1 1.2
C 1.4297 1.5604 2.9993 0.0 -0.3 0.0
C 0.2622 2.1738 2.2280 -0.2 -0.1 -0.2
O -0.1585 3.2654 2.5916 -0.1 0.0 0.0
O -0.1853 1.4792 1.2411 -0.2 1.1 1.1
H 3.6262 -1.1798 0.8478 0.0 0.1 0.0
H 4.1530 -2.0732 3.0101 0.0 0.0 0.1
H 2.4290 -2.4955 3.0269 0.0 0.0 0.0
H 3.6121 0.2975 2.7105 0.1 0.0 0.0
H 3.0238 -0.3892 4.2401 0.1 0.1 0.1
H -0.2934 0.0558 3.8001 0.0 0.0 0.0
H 0.8887 -1.1105 4.4026 0.0 0.0 0.1
H 2.3336 2.0506 2.6308 0.0 0.0 0.0
H 1.2988 1.8328 4.0542 0.1 0.0 0.1
S -0.5744 1.2958 -1.9138 0.1 0.1 -0.1
C -2.2913 1.4178 -2.0048 0.0 0.2 0.1
N -3.0551 0.7386 -2.9909 -0.1 0.0 0.2
C -3.7513 1.6137 -3.9328 0.0 0.0 0.0
C -4.6318 2.5634 -3.1323 0.1 0.0 0.0
C -3.7565 3.3648 -2.1791 0.1 0.0 0.0
N -3.0045 2.4423 -1.3336 -0.2 -0.2 -0.1
H -2.4590 0.0692 -3.4558 0.1 0.0 0.0
H -4.3536 0.9962 -4.6045 0.0 0.0 0.0
H -3.0487 2.2073 -4.5439 0.0 0.0 0.0
H -5.3436 1.9690 -2.5501 0.0 0.0 0.0
H -5.1844 3.2363 -3.7939 0.0 0.0 0.0
H -4.3730 4.0020 -1.5400 0.0 0.0 0.0
H -3.0919 4.0168 -2.7754 0.0 0.0 0.0
H -2.3803 2.9141 -0.6976 0.1 0.0 0.0
C -4.6130 0.6735 0.7039 0.1 -0.1 0.0
P -2.9257 -0.1077 0.9515 -0.8 0.1 -0.1
C -2.9742 0.1025 2.7901 0.2 -0.1 0.0
C -2.7943 1.4391 3.1641 0.1 0.1 0.0
C -2.7286 1.8227 4.4951 0.0 0.0 -0.1
C -2.8391 0.8710 5.5004 0.0 0.0 0.0
C -3.0067 -0.4576 5.1498 0.0 -0.1 0.0
C -3.0698 -0.8391 3.8114 -0.1 0.0 0.1
C -3.4768 -1.8002 0.4558 0.1 -0.1 0.1
C -3.4380 -2.9884 1.1823 0.0 0.0 -0.1
C -3.8890 -4.1813 0.6227 0.0 0.0 0.0
C -4.3524 -4.2197 -0.6824 0.0 0.1 0.0
C -4.3254 -3.0555 -1.4422 0.0 0.0 0.0
C -3.8867 -1.8650 -0.8824 0.0 0.0 0.0
H -5.3607 0.1466 1.3028 0.0 0.0 0.0
H -4.8817 0.6314 -0.3513 0.1 0.0 0.0
H -4.5787 1.7211 1.0003 0.0 0.0 0.0
H -2.6507 2.1911 2.3943 0.0 0.0 0.0
H -2.5607 2.8644 4.7405 0.0 0.0 0.0
H -2.7734 1.1601 6.5422 0.0 0.0 0.0
H -3.0724 -1.2166 5.9219 0.0 0.0 0.0
H -3.1708 -1.8879 3.5921 0.0 0.0 0.0
H -2.9914 -3.0211 2.1627 0.0 0.0 0.0
H -3.8524 -5.0918 1.2107 0.0 0.0 0.0
H -4.6940 -5.1520 -1.1166 0.0 0.0 0.0
H -4.6283 -3.0764 -2.4836 0.0 0.0 0.0
H -3.8284 -0.9729 -1.5052 -0.1 -0.1 0.1
C 7.0127 0.3812 0.7722 0.0 0.0 0.0
C 6.3407 -0.3958 -0.1582 -0.1 0.0 -0.1
C 5.0313 -0.0830 -0.5217 0.1 0.0 -0.1
C 4.3435 1.0159 0.0128 0.0 -0.2 0.1
C 5.0551 1.7783 0.9499 0.1 0.1 0.0
C 6.3600 1.4743 1.3257 -0.1 0.1 0.0
Si 2.4921 1.4238 -0.4040 0.3 0.6 -0.5
C 2.6764 1.9310 -2.2570 0.1 0.0 -0.1
C 2.1888 3.1728 -2.6850 0.1 0.0 -0.1
C 2.2880 3.5865 -4.0081 0.0 0.0 0.1
C 2.8775 2.7607 -4.9591 0.0 0.0 0.1
C 3.3393 1.5111 -4.5713 0.0 0.0 0.1
C 3.2325 1.1093 -3.2417 0.0 0.1 0.0
H 8.0289 0.1399 1.0627 0.0 0.0 0.0
H 6.8343 -1.2537 -0.6027 0.0 0.0 0.0
H 4.5313 -0.7200 -1.2467 0.0 0.0 0.1
H 4.5677 2.6471 1.3857 0.0 0.0 0.0
H 6.8750 2.0971 2.0494 0.0 0.0 0.0
H 2.5208 2.8285 0.1587 -0.1 0.0 0.1
H 1.7090 3.8212 -1.9592 0.0 0.0 0.0
H 1.8968 4.5549 -4.3026 0.0 0.0 0.0
H 2.9663 3.0839 -5.9905 0.0 0.0 0.0
H 3.7772 0.8431 -5.3058 0.0 0.0 0.0
H 3.5850 0.1181 -2.9761 0.0 0.0 0.0
C 2.5492 -2.8041 -2.0295 0.1 0.0 0.1
C 1.0907 -2.4177 -1.8072 -0.4 0.3 0.1
O 0.9690 -1.2324 -1.1334 0.2 -1.9 -0.7
C 0.3949 -2.2612 -3.1913 0.2 0.1 0.1
F 0.3958 -3.4232 -3.8988 0.0 0.0 0.0
F -0.8763 -1.8642 -3.1077 0.1 -0.1 0.0
F 1.0605 -1.3665 -3.9372 -0.1 0.0 0.0
C 0.3956 -3.5783 -1.0270 0.1 0.1 0.0
F 0.9211 -3.7086 0.1915 0.0 0.0 -0.1
F -0.9207 -3.4057 -0.9018 0.1 0.0 0.0
F 0.5791 -4.7791 -1.6513 -0.1 0.1 0.1
H 3.0241 -2.0306 -2.6311 0.0 0.0 0.0
H 2.6303 -3.7658 -2.5349 0.1 0.0 0.0
H 3.0274 -2.8550 -1.0511 0.0 0.0 0.0

***

Record 2
94
Properties=species:S:1:pos:R:3:forces:R:3 method="wB97M-V/def2-TZVPD" e_tot_ev=-90208.25352 e_lumo_ha=-0.1120 relative_energy_kj_mol=181.9 homo_energy_ev=-9.800 total_charge=+1 homo_lumo_gap_ev=6.7511
K -0.0058 -0.8697 0.1390 -0.8 0.2 1.3
O -1.5609 -5.6938 0.8219 0.1 0.2 0.0
C -0.8617 -4.5482 0.7744 0.0 -0.2 -0.1
O -0.9649 -3.6827 1.6088 0.0 0.0 -0.1
C 0.0599 -4.4873 -0.4106 -0.1 0.1 0.2
C 0.3371 -5.5764 -1.2157 0.0 0.0 0.0
C 1.2423 -5.3890 -2.2556 0.0 0.0 0.0
C 1.8191 -4.1461 -2.4441 0.0 0.0 0.0
C 1.4454 -3.1030 -1.5996 0.0 -0.1 -0.1
N 0.5863 -3.2838 -0.6031 0.1 -0.1 -0.2
C 2.0134 -1.6864 -1.6833 0.2 -0.1 -0.1
O 3.2202 -1.5689 -1.4044 0.1 0.0 0.0
O 1.1866 -0.7730 -1.9071 0.3 0.0 -0.7
H -2.1243 -5.6315 1.6060 -0.1 -0.1 0.1
H -0.1309 -6.5328 -1.0368 0.0 0.0 0.0
H 1.4971 -6.2130 -2.9086 0.0 0.0 0.0
H 2.5461 -3.9729 -3.2253 0.0 0.0 0.0
N 2.1034 -1.3342 5.0709 -0.1 0.0 0.1
C 2.7119 -1.2210 3.6775 -0.1 0.0 0.2
C 3.9024 -2.1458 3.5826 0.1 0.0 0.0
C 4.3969 -2.1330 2.1276 0.0 -0.1 0.0
N 3.3863 -2.7824 1.3051 -0.1 0.0 0.0
C 4.6652 -0.6947 1.6715 0.1 0.0 0.1
C 3.5688 0.3354 1.9691 0.0 0.0 -0.1
N 2.3938 0.1912 1.1034 0.2 0.1 -0.1
C 3.0952 0.2187 3.4229 0.1 0.0 0.1
H 1.8085 -2.2904 5.2733 0.0 0.0 -0.1
H 1.2893 -0.7263 5.1710 0.0 0.0 -0.1
H 2.7786 -1.0598 5.7871 0.1 0.0 0.0
H 1.9290 -1.5474 2.9923 0.1 0.0 -0.1
H 3.6325 -3.1664 3.8670 0.0 0.0 0.0
H 4.6941 -1.8061 4.2615 0.0 0.0 0.0
H 5.3589 -2.6612 2.1029 0.0 0.0 0.0
H 3.4662 -3.7902 1.3625 0.0 0.0 0.0
H 3.4792 -2.5174 0.3255 0.0 0.0 -0.1
H 4.8853 -0.6883 0.6021 0.0 0.0 0.0
H 5.5748 -0.3540 2.1756 0.0 0.0 0.0
H 4.0240 1.3246 1.8428 0.0 0.0 0.0
H 2.6924 -0.1713 0.1978 0.1 0.0 -0.1
H 2.0173 1.1171 0.9101 0.0 0.0 0.0
H 2.2450 0.8885 3.5810 0.0 0.0 0.0
H 3.8929 0.5180 4.1140 0.0 0.0 0.0
C -1.6515 1.0891 -2.1886 0.0 -0.1 0.0
C -1.4093 2.5015 -1.6452 0.0 0.2 -0.1
P -0.4010 2.5545 -0.0869 0.0 -0.4 0.0
C 1.2735 3.0088 -0.6467 0.0 0.0 0.1
C 1.8131 2.4564 -1.8043 0.0 0.0 -0.1
C 3.1583 2.6194 -2.1044 0.0 0.0 0.0
C 3.9830 3.3385 -1.2532 0.0 0.0 0.0
C 3.4548 3.8983 -0.0956 0.0 0.0 -0.1
C 2.1134 3.7279 0.2089 0.0 0.1 0.0
C -1.0032 4.0671 0.7178 -0.1 0.1 -0.1
C -1.7017 3.9354 1.9134 0.0 0.0 0.1
C -2.2450 5.0481 2.5434 0.0 0.0 0.0
C -2.0873 6.3037 1.9796 0.0 0.0 0.0
C -1.3868 6.4482 0.7873 0.0 0.0 0.0
C -0.8503 5.3373 0.1603 0.0 0.0 0.0
P -2.7152 0.1154 -1.0216 0.1 0.0 0.0
C -2.8631 -1.5020 -1.8550 0.1 0.0 -0.1
C -3.9336 -2.3339 -1.5188 0.0 0.0 0.0
C -4.0087 -3.6247 -2.0113 0.0 0.0 0.0
C -3.0100 -4.1131 -2.8460 0.0 0.0 0.0
C -1.9454 -3.2966 -3.1872 0.0 0.0 0.0
C -1.8682 -1.9988 -2.6948 0.0 0.0 0.0
C -4.3252 0.8960 -1.3099 -0.2 0.1 0.0
C -5.0250 0.7842 -2.5112 0.1 0.0 0.0
C -6.2194 1.4589 -2.6903 0.0 0.0 0.0
C -6.7235 2.2624 -1.6736 0.0 0.0 0.0
C -6.0357 2.3848 -0.4775 0.0 0.0 0.0
C -4.8430 1.6965 -0.2947 0.0 0.0 0.0
H -0.7037 0.5645 -2.3283 0.0 0.0 0.0
H -2.1394 1.1317 -3.1671 0.0 0.0 0.0
H -2.3638 2.9753 -1.3936 0.0 0.0 0.0
H -0.9456 3.1312 -2.4101 0.0 0.0 0.0
H 1.2045 1.8567 -2.4683 0.0 0.0 0.0
H 3.5622 2.1689 -3.0010 0.0 0.0 0.0
H 5.0309 3.4640 -1.4909 0.0 0.0 0.0
H 4.0890 4.4738 0.5667 0.0 0.0 0.0
H 1.7180 4.1719 1.1159 0.0 0.0 0.0
H -1.8248 2.9519 2.3537 0.0 0.0 0.0
H -2.7881 4.9312 3.4717 0.0 0.0 0.0
H -2.5099 7.1729 2.4657 0.0 0.0 0.0
H -1.2630 7.4292 0.3485 0.0 0.0 0.0
H -0.3001 5.4580 -0.7657 0.0 0.0 0.0
H -4.7227 -1.9658 -0.8727 0.0 0.0 0.0
H -4.8515 -4.2499 -1.7473 0.0 0.0 0.0
H -3.0697 -5.1229 -3.2309 0.0 0.0 0.0
H -1.1645 -3.6608 -3.8426 0.0 0.0 0.0
H -1.0150 -1.3920 -2.9655 0.0 0.0 0.0
H -4.6328 0.1595 -3.3059 0.0 0.0 0.0
H -6.7603 1.3625 -3.6221 0.0 0.0 0.0
H -7.6566 2.7906 -1.8174 0.0 0.0 0.0
H -6.4259 3.0084 0.3158 0.0 0.0 0.0
H -4.3079 1.7806 0.6443 0.0 0.0 0.0